This record from OMol25 describes C38H49IrN3PS2 as an isolated structure. The level of theory is ωB97M-V/def2-TZVPD.

LUMO energy (alpha / beta): -4.33 / -5.31 eV
Energy: -78463.378 eV
HOMO energy (alpha / beta): -9.67 / -9.65 eV
Multiplicity: 2
Charge: +1

Last column: Mulliken charge in e.
CARTESIAN COORDINATES (ANGSTROEM)
H1 1.75 1.73 2.13  0.55
H2 4.13 -3.58 2.54  0.51
H3 0.50 -0.73 4.44  0.34
H4 -2.39 0.93 -2.18  0.18
H5 -4.05 0.52 -1.76  0.34
C1 1.69 -3.99 2.26  -2.09
C2 -0.72 -5.83 -0.93  -1.60
H6 -3.23 3.44 2.50  0.50
P1 -2.25 -1.51 -0.64  -0.05
C3 -0.54 1.50 3.22  -1.03
H7 6.99 -1.76 1.49  0.42
N1 0.23 0.40 2.66  1.25
C4 1.92 1.68 -1.21  1.28
C5 -0.02 -0.79 3.48  -1.31
C6 2.40 2.84 -1.82  -0.92
S1 -1.99 1.54 0.88  -0.35
H8 1.83 -1.14 -1.41  -0.08
H9 0.64 -3.73 2.18  0.28
H10 2.02 -3.82 3.28  0.51
H11 5.25 3.25 -0.05  0.45
H12 -3.07 -7.42 -1.20  0.35
H13 -2.33 -7.12 -2.76  0.37
H14 -1.45 -2.53 -3.37  0.28
C7 2.55 -3.19 1.31  0.24
C8 -3.45 -2.25 1.71  -1.47
C9 3.86 1.65 0.21  0.01
H15 5.96 -1.90 2.93  0.38
H16 -2.51 -1.87 2.12  0.15
H17 -3.69 -1.82 -2.60  0.58
C10 6.18 -2.32 1.95  -2.07
C11 3.87 -1.56 -1.08  0.49
C12 2.67 1.05 -0.20  -1.39
C13 -3.24 0.30 -2.45  -1.45
H18 2.15 -1.28 2.12  0.23
H19 -2.83 4.19 4.82  0.40
C14 1.87 -2.65 0.05  -0.57
C15 4.21 -0.59 -2.22  -1.84
C16 -2.18 3.45 4.37  -0.69
C17 1.66 0.74 2.59  -1.60
C18 -1.71 -1.47 -3.37  -1.40
H20 0.53 1.57 5.08  0.36
H21 1.79 -5.06 2.06  0.36
H22 -0.82 -0.89 -3.12  0.19
C19 -0.35 -3.50 -0.31  0.46
C20 -2.49 -4.26 -1.21  -0.18
C21 -0.30 1.97 4.50  -0.52
C22 -1.61 2.04 2.50  1.38
C23 2.44 -1.33 -0.52  -1.26
H23 -0.92 3.26 6.09  0.42
H24 0.31 -1.68 2.96  0.22
C24 -2.03 -5.56 -1.35  0.42
H25 -3.56 0.56 -3.45  0.51
H26 2.09 0.81 3.60  0.49
C25 -5.09 -2.00 -0.20  -1.45
S2 0.35 1.10 -1.69  -0.37
H27 5.85 -1.04 -0.32  0.30
H28 3.34 -0.43 -2.86  0.33
Ir1 -0.30 -0.28 0.32  2.75
H29 1.82 3.30 -2.60  0.53
C26 4.95 -1.59 -0.06  -1.22
C27 -3.79 -1.50 0.43  0.87
C28 -2.41 3.03 3.08  -0.65
H30 -5.38 -1.40 -1.06  0.37
H31 4.47 1.19 0.97  0.37
H32 -5.89 -1.91 0.55  0.48
N2 0.43 -2.50 0.13  -0.41
C29 -1.11 2.93 5.08  -0.95
H33 -3.92 -0.44 0.67  0.38
H34 -3.81 -6.27 -2.31  0.36
H35 1.10 -5.11 -0.15  0.50
H36 3.95 4.31 -1.88  0.44
H37 -3.49 -4.03 -1.54  0.08
C30 3.85 -3.07 1.63  -0.50
C31 4.95 -2.30 1.08  1.10
H38 3.52 -0.18 2.04  0.23
H39 -1.09 -0.86 3.67  0.39
H40 2.08 -3.40 -0.73  1.82
H41 -0.34 -6.83 -1.02  0.43
C32 0.10 -4.84 -0.45  -0.43
C33 -2.83 -1.17 -2.38  0.62
H42 5.00 -1.02 -2.83  0.50
H43 -2.02 -1.20 -4.38  0.50
C34 2.46 -0.29 1.80  -0.66
H44 -5.03 -3.04 -0.49  0.24
H45 3.83 -2.56 -1.53  0.77
C35 -1.70 -3.24 -0.70  -0.33
N3 2.19 -0.17 0.37  2.52
H46 -3.34 -3.31 1.52  0.24
H47 -4.23 -2.11 2.45  0.54
H48 4.55 0.37 -1.86  0.41
H49 6.51 -3.34 2.09  0.42
C36 4.32 2.81 -0.39  -0.96
C37 -2.86 -6.65 -1.94  -1.75
C38 3.59 3.41 -1.41  -0.90


This record from OMol25 describes C38H34N7NiSSb as an isolated structure. The level of theory is ωB97M-V/def2-TZVPD.

LUMO energy (alpha / beta): -6.47 / -6.59 eV
Energy: -108791.064 eV
HOMO energy (alpha / beta): -12.33 / -12.33 eV
Charge: +2

Last column: Mulliken charge in e.
CARTESIAN COORDINATES (ANGSTROEM)
H1 1.03 1.93 -3.44  0.34
H2 -0.25 2.08 2.27  0.20
H3 1.12 -9.80 -0.73  0.40
C1 -0.82 5.45 1.91  -0.71
C2 2.09 2.56 -1.66  0.30
N1 -3.75 2.22 0.10  0.02
S1 -4.59 -0.75 -0.45  -0.34
N2 -1.49 -0.46 -0.14  0.44
C3 -5.44 0.64 -0.69  0.30
H4 -1.06 -0.39 1.89  0.57
C4 0.93 -8.82 -0.32  -0.44
C5 2.59 2.18 4.12  -0.67
H5 2.48 -2.57 -3.62  0.45
C6 0.36 -7.86 -1.12  -1.13
C7 3.43 4.32 -3.33  -0.51
N3 -6.67 0.67 -1.24  -0.36
C8 2.46 3.47 -3.86  -0.84
C9 2.40 -1.46 0.08  -0.25
C10 -0.73 -2.35 1.10  -0.37
H6 -5.66 2.65 -0.39  0.26
H7 4.47 4.97 -1.57  0.45
H8 3.81 1.21 1.10  0.54
H9 -1.37 -3.13 -2.14  0.41
C11 3.72 4.30 -1.97  -0.79
H10 -5.30 4.63 0.16  0.46
H11 4.56 1.72 3.39  0.44
H12 3.41 -4.05 -1.86  0.47
H13 3.28 3.41 -0.07  0.50
H14 -7.18 1.52 -1.43  0.19
C12 -1.08 -1.03 1.01  -0.68
Ni1 -1.63 1.49 -0.27  0.06
H15 -5.69 3.55 1.52  0.45
C13 -0.80 -3.15 -0.04  1.33
H16 -1.97 -0.76 -2.13  0.61
C14 -4.90 4.16 1.07  -1.90
C15 0.81 2.00 2.51  -0.64
C16 -1.59 -1.23 -1.23  -1.39
H17 2.39 -1.15 1.12  0.47
C17 1.87 -0.64 -0.91  0.84
H18 0.40 3.94 -0.83  1.11
C18 -0.36 -4.54 0.05  -0.61
H19 -0.40 -2.78 2.03  0.60
H20 1.31 -7.14 2.64  0.45
H21 -4.66 4.96 1.75  0.37
C19 -2.34 3.88 0.95  0.92
H22 -0.75 -5.29 -1.91  0.16
H23 -0.57 6.18 2.68  0.50
C20 0.06 5.18 0.88  -0.59
H24 3.95 5.01 -3.98  0.42
C21 3.05 3.42 -1.13  0.05
H25 -2.79 5.05 2.69  0.41
C22 1.27 -8.57 1.03  -0.53
H26 2.24 3.48 -4.92  0.44
H27 2.93 2.39 5.12  0.42
C23 2.95 -2.68 -0.27  -0.87
C24 2.45 -2.27 -2.59  -0.80
H28 -7.09 -0.21 -1.48  0.24
C25 1.88 -1.04 -2.25  -0.65
C26 3.09 1.52 1.85  -0.46
C27 1.73 1.62 1.54  0.81
H29 3.36 -3.33 0.51  0.45
H30 0.52 2.56 4.57  0.47
C28 0.48 -6.34 0.82  0.65
C29 1.24 2.28 3.80  -0.90
H31 1.00 5.71 0.78  0.50
N4 -5.01 1.89 -0.32  -0.47
C30 2.97 -3.09 -1.60  -0.61
C31 -3.70 3.33 0.73  0.76
C32 0.14 -6.61 -0.52  0.79
Sb1 1.02 1.22 -0.40  1.85
C33 1.05 -7.34 1.61  -0.89
N5 -0.39 -5.43 -0.99  0.08
H32 0.10 -8.06 -2.15  0.40
C34 -1.27 -2.57 -1.22  -0.28
C35 -2.05 4.81 1.93  -0.63
N6 -1.42 3.50 0.04  -0.18
C36 3.51 1.80 3.14  -0.75
C37 -0.27 4.19 -0.02  -0.79
H33 1.71 -9.36 1.61  0.40
N7 0.15 -5.04 1.14  -0.54
C38 1.79 2.59 -3.02  -0.45
H34 1.48 -0.40 -3.03  0.25


This record from OMol25 describes a 2-piece molecular cluster, C12H20BN3O2P overall. The level of theory is ωB97M-V/def2-TZVPD.

LUMO energy: -4.67 eV
Energy: -31293.528 eV
HOMO energy: -10.37 eV
Charge: +1

Last column: Mulliken charge in e.
CARTESIAN COORDINATES (ANGSTROEM)
H1 0.72 0.63 -3.37  0.35
N1 -3.68 -0.12 2.53  -0.90
H2 3.08 -1.42 2.08  0.30
H3 4.95 -0.23 -3.75  0.38
P1 0.29 0.36 2.62  -0.14
O1 -6.19 -1.45 1.52  -0.50
H4 1.97 1.96 -0.41  0.41
C1 1.75 0.60 -3.70  -0.32
N2 -2.40 0.05 2.79  0.49
H5 0.75 2.48 1.52  0.38
C2 2.26 1.28 -4.77  -0.59
H6 1.16 0.33 -0.24  0.02
H7 2.77 0.62 0.36  0.30
C3 1.79 1.09 0.23  -0.85
C4 -1.72 0.12 0.56  0.46
H8 -6.93 -0.18 -0.35  0.33
C5 -3.99 -0.20 1.26  0.09
C6 2.07 -1.82 1.90  -1.01
H9 0.29 -1.99 3.09  0.34
H10 2.19 1.80 2.25  0.43
C7 -1.40 0.17 1.94  0.06
C8 1.31 1.54 1.65  -0.56
H11 -3.34 -0.13 -0.83  0.48
B1 -5.53 -0.45 0.85  0.57
H12 2.76 -0.78 -2.25  0.47
H13 1.73 -1.64 0.88  0.22
O2 -6.12 0.29 -0.11  -0.46
H14 2.11 -2.91 2.01  0.37
H15 -2.15 0.11 3.78  0.36
H16 -5.56 -2.11 1.82  0.33
H17 4.22 1.35 -5.54  0.20
H18 1.56 -1.18 3.97  0.45
C9 2.81 -0.13 -3.11  -0.17
H19 -0.96 0.22 -0.21  0.41
C10 1.11 -1.26 2.98  -0.48
N3 3.59 0.99 -4.85  0.03
H20 1.79 1.94 -5.48  0.38
C11 3.94 0.13 -3.85  -0.74
C12 -3.03 -0.07 0.21  -0.89